Below is a structure of composition C26H25AuFIN5O7, with properties calculated with the ωB97M-V functional and the def2-TZVPD basis.

Structure (ORCA input):
```
! RIJCOSX wB97M-V def2-TZVPD def2/J DEFGRID3
* xyz 1 3
Au -0.33 0.25 -0.16
F -3.53 -5.30 -2.85
C -3.12 -4.88 -1.66
C -3.67 -3.83 -1.06
N -3.26 -3.40 0.19
C -3.61 -2.08 0.68
C -2.52 -1.08 0.38
O -2.44 0.01 0.96
O -1.63 -1.42 -0.48
C -2.18 -3.99 0.83
O -1.71 -3.52 1.85
N -1.69 -5.12 0.22
C -2.03 -5.64 -1.03
O -1.47 -6.59 -1.50
H -4.48 -3.27 -1.53
H -3.75 -2.11 1.75
H -4.54 -1.75 0.22
H -0.91 -5.56 0.69
C 3.54 0.47 -5.89
C 2.38 0.91 -5.04
C 2.31 2.22 -4.55
C 1.24 2.64 -3.78
C 1.20 4.07 -3.28
C 0.25 1.70 -3.43
C -0.82 2.18 -2.56
O -1.34 1.57 -1.62
C 0.29 0.38 -3.92
C -0.79 -0.64 -3.68
C 1.36 0.03 -4.73
H 4.23 1.28 -6.09
H 3.18 0.07 -6.84
H 4.09 -0.34 -5.39
H 3.09 2.92 -4.81
H 2.08 4.61 -3.62
H 1.15 4.12 -2.19
H 0.32 4.59 -3.67
H -1.21 3.18 -2.76
H -1.74 -0.20 -3.37
H -0.48 -1.35 -2.91
H -0.96 -1.21 -4.59
H 1.38 -0.98 -5.14
C 3.99 2.57 -0.94
N 3.41 1.25 -1.18
C 4.11 0.22 -1.77
C 3.58 -0.99 -1.99
C 2.19 -1.27 -1.61
O 1.62 -2.34 -1.72
N 1.56 -0.16 -1.06
C 2.13 1.02 -0.81
O 1.41 1.88 -0.23
H 5.04 2.54 -1.25
H 3.93 2.82 0.11
H 3.46 3.32 -1.52
H 5.13 0.46 -2.04
H 4.15 -1.79 -2.44
I 1.87 -4.68 2.30
C 1.23 -2.73 2.57
C 1.19 -2.14 3.82
C 0.73 -0.83 3.94
C 0.33 -0.16 2.81
N 0.39 -0.75 1.61
C 0.81 -2.00 1.47
H 1.50 -2.69 4.70
H 0.68 -0.34 4.90
H -0.04 0.86 2.84
H 0.81 -2.42 0.47
*
```

Properties
**LUMO energy (alpha / beta)**: -3.21 / -5.57 eV
**Highest occupied orbital energy (alpha / beta)**: -0.4197 / -0.4196 Eh
**<S²>**: 2.010
**Energy relative to the best compared isomer or geometry (same formula, charge and spin)**: 7.9 kJ/mol
**Kohn-Sham gap (alpha / beta)**: 0.3015 / 0.2149 hartree
**Total energy**: -2339.2715 hartree

---

Below is a structure of composition C26H25AuFIN5O7, with properties calculated with the ωB97M-V functional and the def2-TZVPD basis.

Structure (ORCA input):
```
! RIJCOSX wB97M-V def2-TZVPD def2/J DEFGRID3
* xyz 1 3
Au 0.89 0.20 1.67
F -1.59 6.36 1.41
C -2.25 5.23 1.14
C -2.25 4.22 1.99
N -2.96 3.05 1.77
C -2.77 1.93 2.68
C -1.37 1.36 2.52
O -0.65 1.08 3.48
O -0.99 1.18 1.29
C -3.71 2.87 0.62
O -4.31 1.85 0.36
N -3.69 3.96 -0.24
C -2.98 5.16 -0.12
O -2.99 6.00 -0.98
H -1.69 4.28 2.92
H -3.48 1.16 2.40
H -2.94 2.23 3.71
H -4.23 3.85 -1.08
C -2.47 -3.35 -4.47
C -2.21 -3.02 -3.03
C -3.26 -2.81 -2.14
C -3.03 -2.51 -0.81
C -4.24 -2.27 0.09
C -1.70 -2.39 -0.34
C -1.54 -2.07 1.07
O -0.55 -1.66 1.66
C -0.63 -2.61 -1.23
C 0.82 -2.54 -0.82
C -0.91 -2.93 -2.55
H -3.54 -3.44 -4.68
H -1.99 -4.29 -4.75
H -2.06 -2.57 -5.12
H -4.28 -2.88 -2.50
H -5.15 -2.40 -0.49
H -4.25 -1.26 0.50
H -4.27 -2.98 0.92
H -2.45 -2.19 1.68
H 1.00 -3.05 0.13
H 1.13 -1.50 -0.70
H 1.45 -2.99 -1.59
H -0.08 -3.12 -3.23
C 5.37 -1.70 -0.76
N 4.54 -1.74 0.46
C 4.58 -2.82 1.32
C 3.82 -2.89 2.42
C 2.83 -1.85 2.67
O 1.99 -1.88 3.54
N 2.87 -0.74 1.75
C 3.68 -0.74 0.74
O 3.76 0.27 -0.12
H 6.07 -2.53 -0.72
H 5.92 -0.77 -0.82
H 4.75 -1.80 -1.65
H 5.30 -3.58 1.06
H 3.88 -3.73 3.09
I 0.61 4.89 -2.01
C 1.83 3.55 -1.06
C 3.22 3.47 -1.32
C 3.95 2.53 -0.70
C 3.36 1.61 0.30
N 1.93 1.70 0.45
C 1.24 2.62 -0.16
H 3.67 4.15 -2.04
H 5.02 2.42 -0.89
H 3.81 1.77 1.28
H 0.17 2.61 0.02
*
```

Properties
**LUMO energy (alpha / beta)**: -2.81 / -5.26 eV
**Highest occupied orbital energy (alpha / beta)**: -0.4141 / -0.4140 Eh
**<S²>**: 2.033
**Energy relative to the best compared isomer or geometry (same formula, charge and spin)**: 62.5 kJ/mol
**Kohn-Sham gap (alpha / beta)**: 0.3110 / 0.2208 hartree
**Total energy**: -2339.2507 hartree

---

Below is a structure of composition C26H25ClIrN4O4PS3, with properties calculated with the ωB97M-V functional and the def2-TZVPD basis.

Structure (ORCA input):
```
! RIJCOSX wB97M-V def2-TZVPD def2/J DEFGRID3
* xyz 1 2
Ir -0.02 0.49 0.27
C -2.86 3.17 0.43
C -2.88 1.83 1.06
N -1.99 0.86 0.92
C -2.44 -0.22 1.67
C -3.63 0.11 2.24
N -3.88 1.40 1.84
C -4.60 -0.56 3.16
O -4.33 -1.80 3.51
O -5.56 0.07 3.52
C -1.66 -1.48 1.70
O -2.05 -2.45 2.34
O -0.60 -1.45 0.96
H -2.06 3.24 -0.30
H -2.71 3.96 1.17
H -3.81 3.36 -0.08
H -4.71 1.90 2.12
H -3.48 -2.13 3.10
S 3.47 2.53 0.66
P 2.31 2.55 2.20
S 0.69 1.11 2.28
C 1.45 4.11 2.51
C 2.27 5.20 2.80
C 1.72 6.44 3.03
C 0.34 6.61 2.98
C -0.48 5.53 2.70
C 0.07 4.28 2.46
C 3.13 2.13 3.76
C 2.40 2.13 4.95
C 3.01 1.79 6.14
C 4.36 1.45 6.15
C 5.09 1.46 4.98
C 4.48 1.80 3.78
H 3.35 5.07 2.83
H 2.36 7.29 3.26
H -0.10 7.58 3.17
H -1.56 5.66 2.67
H -0.57 3.43 2.25
H 1.35 2.42 4.94
H 2.44 1.79 7.06
H 4.84 1.19 7.09
H 6.15 1.21 4.99
H 5.04 1.82 2.85
N 3.23 -1.16 1.52
C 2.36 -1.56 0.61
S 1.92 -0.41 -0.65
N 1.84 -2.77 0.62
C 2.09 -3.76 1.62
C 1.01 -4.26 2.33
C 1.23 -5.24 3.29
C 2.52 -5.68 3.55
C 3.59 -5.17 2.83
C 3.38 -4.21 1.86
H 3.59 -0.22 1.46
H 3.45 -1.74 2.32
H 1.04 -2.89 0.02
H 0.01 -3.88 2.14
H 0.40 -5.64 3.85
H 2.69 -6.44 4.30
H 4.59 -5.53 3.02
H 4.21 -3.84 1.26
Cl -0.93 0.88 -2.09
C 0.22 1.94 -1.15
H -0.17 2.94 -1.01
H 1.18 1.99 -1.67
*
```

Properties
**LUMO energy (alpha / beta)**: -3.95 / -5.55 eV
**Highest occupied orbital energy (alpha / beta)**: -0.4205 / -0.4191 Eh
**<S²>**: 0.756
**Energy relative to the best compared isomer or geometry (same formula, charge and spin)**: 111.7 kJ/mol
**Kohn-Sham gap (alpha / beta)**: 0.2755 / 0.2150 hartree
**Total energy**: -3626.1588 hartree

---

Below is the molecule C26H25ClN4O4 in a non-equilibrium geometry, with properties calculated with the ωB97M-V functional and the def2-TZVPD basis.

Structure (ORCA input):
```
! RIJCOSX wB97M-V def2-TZVPD def2/J DEFGRID3
* xyz 0 1
O -0.39 2.24 -2.59
C 0.31 1.92 -1.64
N -0.21 1.52 -0.47
C -1.63 1.49 -0.25
C -2.11 0.05 0.03
C -1.42 -0.56 1.23
O -0.48 -0.04 1.80
N -1.93 -1.75 1.68
C -2.79 -2.61 0.90
C -1.90 -3.49 -0.03
N -0.55 -3.51 0.48
C 0.47 -2.83 -0.14
C 0.52 -2.76 -1.55
C 1.57 -2.17 -2.20
C 2.62 -1.62 -1.47
N 3.75 -1.08 -2.14
O 4.69 -0.70 -1.47
O 3.72 -1.03 -3.36
C 2.58 -1.65 -0.08
C 1.53 -2.24 0.57
C -0.55 -3.72 1.91
C -1.16 -2.50 2.64
C -2.10 2.42 0.85
C -3.45 2.75 0.90
C -3.95 3.56 1.89
C -3.10 4.07 2.87
C -1.76 3.75 2.83
C -1.26 2.93 1.83
C 1.80 1.93 -1.79
C 2.27 1.87 -3.10
C 3.61 1.92 -3.41
C 4.54 2.07 -2.40
C 4.11 2.15 -1.09
C 2.76 2.07 -0.78
Cl 2.36 2.20 0.90
H 0.37 1.20 0.30
H -2.08 1.82 -1.19
H -3.19 0.06 0.18
H -1.88 -0.56 -0.85
H -3.34 -3.24 1.60
H -3.51 -2.04 0.32
H -1.91 -3.08 -1.04
H -2.29 -4.51 -0.07
H -0.26 -3.22 -2.14
H 1.61 -2.14 -3.28
H 3.39 -1.20 0.48
H 1.52 -2.22 1.65
H 0.46 -3.94 2.26
H -1.16 -4.61 2.09
H -1.80 -2.82 3.46
H -0.39 -1.83 3.03
H -4.12 2.37 0.13
H -5.00 3.81 1.91
H -3.49 4.70 3.65
H -1.09 4.14 3.58
H -0.21 2.69 1.82
H 1.52 1.77 -3.88
H 3.93 1.85 -4.44
H 5.59 2.11 -2.62
H 4.83 2.25 -0.29
*
```

Properties
**LUMO energy**: -0.18 eV
**Highest occupied orbital energy**: -0.3087 Eh
**SMILES**: O=C(N[C@@H](CC(=O)N1CCN(c2ccc([N+](=O)[O-])cc2)CC1)c1ccccc1)c1ccccc1Cl
**Kohn-Sham gap**: 0.3021 hartree
**Total energy**: -1985.9132 hartree